Record 1
The following is a DFT calculation (ωB97M-V/def2-TZVPD) of a gas-phase ion, C4H9N2O (charge +1) in a non-equilibrium geometry.

Each line ends with the Mulliken charge.
Geometry (Å):
C 1.146 -1.366 0.285  -0.64
C 1.536 -0.121 -0.481  -0.31
C -0.805 -0.404 0.000  0.82
C -1.610 0.387 0.992  -1.37
N -0.086 -1.477 0.503  -0.12
N 0.212 0.453 -0.812  -0.13
O -1.784 -0.846 -1.185  -0.55
H 1.857 -2.094 0.635  0.46
H 2.115 0.551 0.157  0.28
H 2.126 -0.362 -1.366  0.33
H -2.223 1.119 0.474  0.38
H -0.966 0.872 1.720  0.39
H -2.270 -0.296 1.523  0.37
H 0.119 1.450 -0.606  0.37
H -0.053 0.299 -1.793  0.39
H -2.175 -1.692 -0.946  0.35

Cartesian forces (eV/Å) of the 3 atoms listed first:
8.1 -0.9 -0.3
0.6 -1.3 0.0
-4.1 -0.3 -1.4

Calculated values
- energy above the lowest of the compared OMol25 structures with the same formula, charge and spin (kJ/mol) = 141.6
- highest occupied orbital energy (alpha / beta) (eV) = -10.765 / -15.707
- total charge = +1
- E_tot (hartree) = -342.1086
- multiplicity = 3
- LUMO level (alpha / beta) (eV) = -3.398 / -8.281

=====

Record 2
The following is a DFT calculation (ωB97M-V/def2-TZVPD) of a gas-phase ion, C4H9N2O2 (charge -1) in a non-equilibrium geometry.

Each line ends with the Mulliken charge.
Geometry (Å):
O 2.103 0.369 -1.010  -0.65
C 1.050 -0.273 -0.947  0.36
N 0.488 -1.022 -1.995  -0.37
C 0.241 -0.618 0.388  0.18
C 1.029 -0.114 1.642  -1.10
N -1.096 -0.084 0.191  -0.29
C -1.459 1.392 -0.064  -0.27
O -2.674 1.534 0.258  -0.83
H 0.835 -1.169 -2.958  0.21
H -0.489 -1.411 -1.762  0.26
H 0.366 -1.883 0.497  0.20
H 2.140 -0.428 1.718  0.30
H 0.875 1.037 1.503  0.16
H 0.457 -0.431 2.498  0.38
H -1.914 -0.375 0.810  0.24
H -0.655 2.103 0.392  0.09
H -1.297 1.372 -1.161  0.14

Cartesian forces (eV/Å) of the 3 atoms listed first:
-1.7 -0.8 -0.1
0.7 -1.4 -0.3
-1.6 -0.4 0.5

Calculated values
- energy above the lowest of the compared OMol25 structures with the same formula, charge and spin (kJ/mol) = 305.0
- highest occupied orbital energy (eV) = -2.713
- SMILES string = C[C@@H](NC[O-])C(N)=O
- total charge = -1
- E_tot (hartree) = -417.7665
- LUMO level (eV) = 3.813

=====

Record 3
The following is a DFT calculation (ωB97M-V/def2-TZVPD) of 2 unconnected molecules or ions with the total composition C4H9N2O2 in a non-equilibrium geometry.

Each line ends with the Mulliken charge.
Geometry (Å):
O 3.112 -0.678 -1.231  -0.63
C 2.100 -0.057 -0.751  0.62
N 1.182 0.509 -1.476  -0.35
C -0.146 0.297 -1.010  -0.90
C 2.078 0.371 0.800  -0.58
N 1.120 0.654 1.894  -0.57
C -2.779 -0.629 0.092  -0.46
O -3.031 -0.050 -1.185  -0.74
H 0.982 -0.260 2.352  0.18
H -0.272 0.947 -0.184  0.40
H -0.336 -0.732 -0.682  0.39
H -0.854 0.438 -1.827  0.35
H 3.092 0.069 1.073  0.35
H 1.903 1.436 0.792  0.44
H -3.667 -0.542 0.760  0.26
H -2.466 -1.727 -0.041  0.15
H -2.019 -0.044 0.626  0.10

Cartesian forces (eV/Å) of the 3 atoms listed first:
-2.4 1.5 2.7
3.2 -2.4 -3.8
-1.4 -0.1 1.4

Calculated values
- energy above the lowest of the compared OMol25 structures with the same formula, charge and spin (kJ/mol) = 944.2
- highest occupied orbital energy (eV) = -3.160
- total charge = -1
- E_tot (hartree) = -417.5230
- LUMO level (eV) = 0.293

=====

Record 4
The following is a DFT calculation (ωB97M-V/def2-TZVPD) of 2 unconnected molecules or ions with the total composition C4H9N2O2 in a non-equilibrium geometry.

Each line ends with the Mulliken charge.
Geometry (Å):
C 2.000 -0.673 -1.736  -1.00
C 1.213 0.167 -1.044  0.31
N 1.640 1.280 -0.339  -0.37
C 0.930 1.517 0.929  -0.71
H 3.073 -0.513 -1.777  0.24
H 1.561 -1.473 -2.310  0.27
H 0.142 0.018 -0.992  0.17
H 2.642 1.278 -0.217  0.24
H 1.586 2.082 1.596  0.36
H 0.019 2.094 0.775  0.21
H 0.610 0.588 1.399  0.23
N -3.105 -1.630 0.538  -0.56
C -2.040 -0.684 0.491  0.63
O -0.919 -1.052 0.919  -0.71
O -2.320 0.431 -0.023  -0.75
H -3.037 -2.261 1.325  0.22
H -3.998 -1.170 0.465  0.21

Cartesian forces (eV/Å) of the 3 atoms listed first:
-0.2 0.6 0.1
0.1 -0.4 -0.4
0.0 -0.1 0.3

Calculated values
- energy above the lowest of the compared OMol25 structures with the same formula, charge and spin (kJ/mol) = 68.7
- highest occupied orbital energy (eV) = -4.098
- total charge = -1
- E_tot (hartree) = -417.8564
- LUMO level (eV) = 4.084

=====

Record 5
The following is a DFT calculation (ωB97M-V/def2-TZVPD) of a gas-phase ion, C4H9N2O2 (charge -1) in a non-equilibrium geometry.

Each line ends with the Mulliken charge.
Geometry (Å):
C -0.239 -0.568 -0.039  -0.37
N -0.201 -1.573 1.045  -0.13
C -1.325 -1.751 1.781  0.03
O -1.365 -2.359 2.852  -0.60
C 1.089 -0.193 -0.617  -0.84
N 0.944 0.830 -1.690  -0.45
C 0.829 2.287 -1.137  -0.14
O 0.173 3.042 -1.958  -0.82
H -0.720 0.361 0.289  0.30
H -0.925 -0.973 -0.801  0.26
H 0.693 -1.702 1.462  0.26
H -2.287 -1.414 1.373  0.34
H 1.610 -1.030 -1.087  0.31
H 1.590 0.395 0.163  0.43
H 0.107 0.664 -2.237  0.21
H 1.922 2.492 -0.943  0.16
H 0.463 2.231 -0.038  0.05

Cartesian forces (eV/Å) of the 3 atoms listed first:
-1.5 -0.4 -0.3
-1.1 1.2 -0.7
0.5 -1.5 1.4

Calculated values
- energy above the lowest of the compared OMol25 structures with the same formula, charge and spin (kJ/mol) = 246.2
- highest occupied orbital energy (eV) = -2.786
- SMILES string = O=CNCCNC[O-]
- total charge = -1
- E_tot (hartree) = -417.7889
- LUMO level (eV) = 3.479

=====

Record 6
The following is a DFT calculation (ωB97M-V/def2-TZVPD) of a molecular structure, C4H9N2O2 in a non-equilibrium geometry.

Each line ends with the Mulliken charge.
Geometry (Å):
O -2.107 0.505 0.941  -0.84
C -0.946 -0.029 0.576  0.48
N -0.966 -1.491 0.477  -0.81
C -0.218 0.651 -0.630  0.56
C -0.831 1.900 -1.158  -1.18
N 1.176 0.654 -0.715  -0.46
C 2.032 -0.419 0.117  -0.42
O 1.707 -1.668 0.221  -0.79
H -1.456 -1.883 1.269  0.20
H 0.019 -1.798 0.431  0.47
H -0.243 0.205 1.429  0.07
H -0.891 1.797 -2.261  0.25
H -0.217 2.778 -0.899  0.27
H -1.784 2.180 -0.683  0.33
H 0.425 -0.268 -1.177  0.30
H 2.032 0.129 1.131  0.28
H 3.032 -0.288 -0.327  0.30

Cartesian forces (eV/Å) of the 3 atoms listed first:
0.6 0.1 -1.1
-2.1 -0.9 2.7
0.1 -0.1 -1.3

Calculated values
- energy above the lowest of the compared OMol25 structures with the same formula, charge and spin (kJ/mol) = 657.2
- highest occupied orbital energy (eV) = -3.449
- total charge = -1
- E_tot (hartree) = -417.6323
- LUMO level (eV) = 3.283

=====

Record 7
The following is a DFT calculation (ωB97M-V/def2-TZVPD) of a gas-phase ion, C4H9N2O2 (charge +1) in a non-equilibrium geometry.

Each line ends with the Mulliken charge.
Geometry (Å):
C 1.104 0.335 -0.262  0.35
C -1.204 -0.193 -0.031  -0.65
C -0.746 -1.415 -0.708  -0.49
C -0.233 1.548 1.487  -1.03
N 0.045 0.506 0.469  0.09
N 0.254 -1.164 -1.679  -0.13
O 2.194 0.971 -0.108  -0.34
O 1.200 -2.067 -1.756  -0.24
H -1.747 0.561 -0.582  0.43
H -1.873 -0.596 0.744  0.40
H -0.348 -2.072 0.097  0.38
H -1.676 -1.814 -1.198  0.39
H -1.217 1.744 1.553  0.40
H 0.085 1.202 2.495  0.36
H 0.331 2.526 1.315  0.38
H 1.946 1.709 0.570  0.31
H 1.884 -1.782 -2.406  0.40

Cartesian forces (eV/Å) of the 3 atoms listed first:
-2.5 -2.2 -1.1
0.7 1.0 0.9
-0.4 -2.2 0.3

Calculated values
- energy above the lowest of the compared OMol25 structures with the same formula, charge and spin (kJ/mol) = 542.2
- highest occupied orbital energy (alpha / beta) (eV) = -13.881 / -13.881
- total charge = +1
- E_tot (hartree) = -417.3748
- LUMO level (alpha / beta) (eV) = -5.149 / -5.147